[1]
Density functional theory data (ωB97M-V/def2-TZVPD) for a cluster of 12 separate species, C36H96O12 in total in a non-equilibrium geometry.

As for the structure (SMILES): CC(C)O.CC(C)O.CC(C)O.CC(C)O.CC(C)O.CC(C)O.CC(C)O.CC(C)O.CC(C)O.CC(C)O.CC(C)O.CC(C)O.

ORCA input file:
```
! RIJCOSX wB97M-V def2-TZVPD def2/J DEFGRID3
* xyz 0 1
C 2.913 3.523 -2.010
C 3.370 4.419 -0.846
C 4.868 4.368 -0.520
O 2.920 5.751 -0.963
H 3.036 2.491 -1.711
H 3.602 3.720 -2.864
H 1.868 3.728 -2.280
H 2.898 4.099 0.113
H 5.431 4.668 -1.434
H 5.177 3.371 -0.163
H 5.087 5.036 0.308
H 3.368 6.211 -1.663
C -4.167 0.997 -1.330
C -4.543 2.109 -0.339
C -5.352 3.270 -1.003
O -5.154 1.624 0.841
H -5.089 0.446 -1.538
H -3.489 0.261 -0.945
H -3.777 1.458 -2.236
H -3.628 2.536 0.042
H -4.577 3.896 -1.472
H -5.866 3.889 -0.271
H -5.906 2.893 -1.857
H -6.061 1.292 0.739
C -0.254 1.080 4.373
C 0.187 1.475 5.772
C 1.414 0.755 6.300
O 0.472 2.860 5.728
H -0.471 0.000 4.268
H 0.539 1.345 3.663
H -1.130 1.679 4.116
H -0.634 1.316 6.479
H 1.628 0.910 7.351
H 2.321 1.092 5.737
H 1.258 -0.307 6.115
H 0.723 3.187 6.596
C -0.544 -4.216 0.889
C -1.202 -5.540 1.263
C -0.272 -6.770 1.004
O -1.769 -5.555 2.536
H -1.184 -3.369 1.165
H -0.280 -4.150 -0.161
H 0.377 -4.123 1.502
H -2.091 -5.680 0.642
H 0.688 -6.731 1.537
H -0.043 -6.826 -0.072
H -0.822 -7.699 1.233
H -1.106 -5.272 3.176
C 5.887 -4.353 0.309
C 4.625 -4.585 -0.517
C 3.416 -3.936 0.105
O 4.848 -3.997 -1.795
H 5.962 -3.307 0.620
H 6.820 -4.621 -0.218
H 5.841 -4.938 1.219
H 4.414 -5.667 -0.656
H 2.509 -4.101 -0.479
H 3.627 -2.866 0.224
H 3.240 -4.372 1.119
H 4.569 -4.588 -2.497
C -5.087 -3.692 -1.672
C -3.988 -3.828 -2.707
C -2.862 -2.823 -2.464
O -3.444 -5.122 -2.695
H -5.807 -4.492 -1.827
H -5.619 -2.740 -1.849
H -4.705 -3.784 -0.654
H -4.397 -3.642 -3.708
H -2.109 -2.811 -3.249
H -2.335 -3.084 -1.529
H -3.254 -1.794 -2.390
H -4.192 -5.722 -2.787
C 0.137 1.098 -0.945
C 0.842 0.230 0.106
C 0.496 -1.256 -0.084
O 2.241 0.427 0.035
H -0.936 1.135 -0.807
H 0.343 0.809 -1.978
H 0.476 2.115 -0.828
H 0.442 0.523 1.080
H 0.656 -1.521 -1.139
H -0.553 -1.417 0.176
H 1.152 -1.910 0.486
H 2.499 0.208 -0.878
C 2.458 -2.127 -4.159
C 3.025 -0.752 -4.038
C 2.041 0.269 -4.559
O 3.317 -0.477 -2.672
H 2.141 -2.367 -5.175
H 1.549 -2.112 -3.554
H 3.163 -2.899 -3.789
H 4.005 -0.705 -4.519
H 1.140 0.160 -3.947
H 1.687 0.035 -5.592
H 2.376 1.298 -4.524
H 3.971 -1.130 -2.357
C -2.302 3.823 -3.512
C -0.783 4.143 -3.554
C -0.198 4.659 -4.877
O -0.450 4.963 -2.459
H -2.580 3.597 -2.475
H -2.375 2.894 -4.092
H -2.945 4.629 -3.927
H -0.200 3.225 -3.431
H -0.588 5.633 -5.142
H -0.349 3.961 -5.703
H 0.882 4.797 -4.657
H -0.570 5.890 -2.703
C 2.490 -1.470 3.102
C 3.915 -1.003 2.835
C 5.094 -1.796 3.413
O 4.091 -1.098 1.424
H 1.842 -0.716 2.646
H 2.297 -1.412 4.190
H 2.258 -2.444 2.641
H 4.023 0.008 3.224
H 6.007 -1.310 3.063
H 5.132 -2.829 3.039
H 5.144 -1.807 4.501
H 3.382 -0.534 1.049
C -4.271 -0.935 3.513
C -3.177 -0.941 2.406
C -3.587 -1.744 1.135
O -2.898 0.415 1.980
H -4.382 -1.958 3.907
H -5.231 -0.586 3.134
H -4.000 -0.258 4.317
H -2.224 -1.279 2.781
H -4.428 -1.299 0.609
H -3.823 -2.796 1.405
H -2.733 -1.762 0.437
H -3.748 0.793 1.642
C -2.614 5.526 0.373
C -1.481 4.900 1.229
C -1.325 3.376 1.083
O -0.269 5.584 1.087
H -2.435 5.450 -0.726
H -2.696 6.553 0.686
H -3.555 5.043 0.656
H -1.752 5.127 2.266
H -0.450 3.052 1.677
H -1.301 3.086 0.034
H -2.159 2.863 1.580
H -0.038 5.706 0.145
*
```

Atom charges from the Mulliken analysis, given in e for atoms 1 to 6: atom 1 (C): -0.177, atom 2 (C): 0.679, atom 3 (C): -1.447, atom 4 (O): -0.583, atom 5 (H): -0.112, atom 6 (H): 0.575



[2]
Density functional theory data (ωB97M-V/def2-TZVPD) for an isolated molecule of C19H22ClN3O2.

As for the structure (SMILES): COc1ccccc1N1CCN(C(=O)NCc2ccc(Cl)cc2)CC1.

ORCA input file:
```
! RIJCOSX wB97M-V def2-TZVPD def2/J DEFGRID3
* xyz 0 1
C 0.481 3.525 -1.263
H 0.458 3.793 -2.319
O -0.421 2.456 -1.130
C -0.689 1.968 0.131
C -0.012 2.399 1.259
C -0.334 1.912 2.518
C -1.353 0.993 2.647
C -2.028 0.545 1.525
C -1.711 0.994 0.244
N -2.422 0.584 -0.885
C -1.715 0.167 -2.079
C -1.590 -1.383 -2.109
N -1.978 -1.942 -0.837
C -1.126 -2.101 0.232
O -1.500 -2.593 1.278
N 0.186 -1.759 0.011
H 0.366 -0.989 -0.615
C 1.089 -1.813 1.153
C 2.438 -1.307 0.736
C 3.435 -2.175 0.312
C 4.661 -1.693 -0.112
C 4.889 -0.327 -0.117
C 3.906 0.557 0.299
C 2.686 0.061 0.722
H 1.916 0.743 1.054
H 4.099 1.618 0.295
Cl 6.418 0.284 -0.645
H 5.435 -2.371 -0.436
H 3.252 -3.239 0.315
H 1.136 -2.853 1.486
H 0.689 -1.209 1.979
C -3.372 -1.688 -0.539
H -3.548 -2.015 0.486
C -3.647 -0.169 -0.732
H -4.222 -0.013 -1.652
H -4.225 0.240 0.096
H -4.000 -2.284 -1.209
H -0.582 -1.708 -2.366
H -2.274 -1.801 -2.855
H -2.281 0.513 -2.951
H -0.737 0.638 -2.107
H -2.803 -0.190 1.663
H -1.624 0.605 3.617
H 0.210 2.263 3.382
H 0.767 3.140 1.173
H 1.501 3.233 -0.990
H 0.175 4.389 -0.665
*
```

Atom charges from the natural (NBO) analysis, given in e for atoms 1 to 6: atom 1 (C): -0.247, atom 2 (H): 0.201, atom 3 (O): -0.512, atom 4 (C): 0.263, atom 5 (C): -0.296, atom 6 (C): -0.235



[3]
Density functional theory data (ωB97M-V/def2-TZVPD) for a structure of composition C35H32N6O5V.

ORCA input file:
```
! RIJCOSX wB97M-V def2-TZVPD def2/J DEFGRID3
* xyz 0 4
V 0.540 1.615 -0.601
O -2.665 5.874 -1.632
C -3.553 4.885 -1.439
C -4.908 5.219 -1.491
C -5.874 4.255 -1.291
C -5.515 2.934 -1.035
C -4.178 2.600 -0.985
C -3.179 3.554 -1.185
C -1.764 3.130 -1.124
O -1.493 1.899 -0.887
N -0.838 4.058 -1.330
N 0.399 3.496 -1.190
C 1.479 4.132 -1.555
C 2.707 3.418 -1.354
C 3.960 3.955 -1.683
C 5.095 3.222 -1.434
C 4.973 1.950 -0.861
C 3.714 1.469 -0.593
N 2.593 2.163 -0.841
H -1.763 5.479 -1.547
H -5.169 6.250 -1.688
H -6.920 4.535 -1.334
H -6.274 2.179 -0.877
H -3.866 1.583 -0.786
H 1.450 5.128 -1.982
H 4.011 4.943 -2.119
H 6.071 3.621 -1.674
H 5.842 1.348 -0.639
H 3.563 0.486 -0.163
C 2.065 -6.259 -1.125
O 1.688 -5.005 -0.586
C 0.982 -5.007 0.581
C 0.682 -6.135 1.320
C -0.067 -6.020 2.489
C -0.522 -4.784 2.896
C -0.230 -3.645 2.150
C 0.539 -3.739 1.001
N 0.887 -2.669 0.159
C 0.737 -1.321 0.359
N 0.898 -0.880 1.618
C 0.635 0.396 2.197
C 0.487 1.579 1.480
C 0.231 2.735 2.235
C 0.151 2.716 3.614
C 0.315 1.522 4.312
C 0.549 0.362 3.601
O 0.720 -0.877 4.171
C 0.614 -0.969 5.578
N 0.530 -0.513 -0.644
C 0.261 -1.009 -1.942
C 1.091 -0.585 -2.982
C 0.876 -0.994 -4.288
C -0.180 -1.847 -4.570
C -1.030 -2.255 -3.554
C -0.839 -1.828 -2.246
O -1.715 -2.281 -1.308
C -2.330 -1.311 -0.449
H 2.563 -6.044 -2.066
H 1.190 -6.886 -1.310
H 2.756 -6.782 -0.460
H 1.024 -7.107 0.996
H -0.295 -6.907 3.065
H -1.122 -4.688 3.791
H -0.624 -2.692 2.473
H 1.050 -2.940 -0.800
H 1.184 -1.575 2.290
H 0.093 3.679 1.718
H -0.041 3.629 4.163
H 0.253 1.511 5.391
H 1.391 -0.381 6.073
H 0.744 -2.020 5.824
H -0.367 -0.633 5.922
H 1.934 0.051 -2.734
H 1.537 -0.657 -5.075
H -0.357 -2.182 -5.583
H -1.876 -2.898 -3.754
H -3.384 -1.579 -0.385
H -2.225 -0.300 -0.841
H -1.894 -1.354 0.551
*
```

Atom charges from the Mulliken analysis, given in e for atoms 1 to 6: atom 1 (V): -0.429, atom 2 (O): -0.682, atom 3 (C): 0.437, atom 4 (C): -0.714, atom 5 (C): -0.283, atom 6 (C): -0.834



ΔE to the lowest compared entry with this formula, charge and spin for the records above, in order: 1.841; 2.244; 0.000 eV